[1]
ORCA calculation (the ωB97M-V functional and the def2-TZVPD basis) on C31H33InN4S5Si as an isolated structure.

Positions of all 75 atoms, in Å:
H1 0.53 -6.47 0.38
H2 1.49 -8.23 1.80
H3 -2.02 3.22 -3.71
H4 -1.95 -2.46 -4.31
N1 -0.48 2.30 -1.05
N2 1.61 -1.00 -0.38
N3 -1.46 3.41 -2.90
C1 -1.61 -0.38 -4.79
C2 2.14 -6.86 3.32
C3 -0.21 -5.22 -3.07
H5 -3.53 7.47 -2.70
H6 4.81 0.24 -0.43
H7 3.04 -1.66 -3.38
C4 0.34 -4.58 -1.97
S1 2.33 -0.70 3.53
C5 -1.54 6.07 -0.35
C6 1.06 -4.86 1.71
C7 -1.81 -4.55 -0.92
C8 4.15 -1.50 -1.53
C9 -1.24 0.98 -2.86
H8 -3.01 5.33 -3.82
C10 1.73 -2.27 0.39
C11 2.91 -1.93 -2.33
C12 -1.03 2.30 -2.20
C13 -1.75 4.63 -2.24
H9 0.76 -1.85 -2.10
H10 1.51 -0.28 -2.32
H11 -1.66 -2.09 -1.89
C14 2.20 -5.53 3.73
H12 2.66 -5.27 4.67
C15 1.63 -1.25 -1.83
S2 -0.13 3.74 -0.21
S3 -1.23 -2.72 1.94
In1 -0.28 0.10 0.45
C16 -2.88 6.75 -2.21
H13 -2.45 -1.60 0.13
C17 -2.35 7.01 -0.96
H14 1.69 -3.50 3.27
C18 1.54 -7.19 2.12
H15 1.99 -2.00 1.43
C19 -1.74 -1.46 -3.94
H16 -2.58 7.94 -0.46
H17 3.80 0.60 -1.81
H18 3.00 -0.22 1.00
C20 2.73 -0.03 -0.04
C21 -1.36 0.87 -4.24
C22 -2.59 5.55 -2.85
C23 3.94 -0.10 -0.98
C24 -1.58 -1.26 -2.57
C25 1.66 -4.54 2.93
H19 5.04 -1.54 -2.15
H20 -1.99 -6.01 -3.97
H21 0.43 -5.49 -3.91
N4 -1.32 -0.07 -2.04
H22 -1.23 1.73 -4.88
C26 -1.22 4.89 -0.99
H23 2.56 -7.64 3.95
C27 -1.85 -1.29 0.99
H24 -3.42 -5.42 -2.03
H25 -1.70 -0.50 -5.86
H26 -2.47 -0.71 1.67
S4 0.53 0.21 3.56
H27 2.81 -3.01 -2.31
Si1 0.29 -3.49 0.70
H28 4.32 -2.19 -0.70
H29 2.32 0.98 -0.06
H30 -1.13 6.26 0.64
H31 -2.44 -4.30 -0.07
C28 -2.36 -5.18 -2.02
C29 -0.45 -4.22 -0.87
S5 0.49 1.65 2.07
H32 2.56 -2.87 0.01
C30 -1.56 -5.51 -3.11
H33 1.40 -4.38 -1.95
C31 1.00 -6.20 1.32

Computed properties:
- 2S+1: 1
- ΔE to the lowest compared entry with this formula, charge and spin: 41.93 kcal/mol
- LUMO level: -0.0331 hartree
- Orbital gap: 4.54 eV

[2]
ORCA calculation (the ωB97M-V functional and the def2-TZVPD basis) on C31H33IrN8O as an isolated structure.

Positions of all 74 atoms, in Å:
C1 2.62 -0.05 2.51
N1 -2.01 1.51 0.56
C2 4.03 -3.63 -0.04
N2 -1.96 -0.48 -0.63
H1 -0.74 2.12 -3.22
C3 1.80 -3.26 0.78
C4 0.95 3.43 -2.96
C5 1.00 1.62 2.40
H2 -4.06 -1.69 -2.75
C6 1.38 0.66 -2.38
C7 -2.19 -3.10 3.81
C8 -2.52 -1.28 -1.51
H3 1.85 1.01 -4.44
N3 5.11 -4.39 -0.18
H4 1.17 4.26 -0.97
H5 5.15 -5.31 0.21
C9 2.83 -1.58 -0.44
H6 3.16 2.97 -0.90
C10 -4.62 2.15 -0.49
C11 -2.13 -3.61 2.50
N4 1.72 -2.03 0.22
N5 2.48 1.32 -1.95
C12 -3.90 1.00 -0.83
C13 -1.54 -1.90 4.15
H7 2.88 -5.04 1.15
C14 -5.85 2.37 -1.07
H8 0.03 2.61 -4.72
H9 4.80 -1.90 -1.12
N6 1.49 0.40 1.98
H10 -1.61 -1.52 5.16
H11 0.94 -3.61 1.34
C15 3.96 -2.32 -0.58
N7 -0.84 1.11 0.96
H12 2.78 -0.58 -0.83
H13 1.31 3.36 3.64
C16 -2.62 0.68 -0.29
C17 -1.43 -2.92 1.55
H14 2.06 1.95 0.02
H15 -6.10 -0.38 -3.06
C18 -0.85 -1.21 3.19
H16 -0.73 2.92 2.11
H17 3.01 1.68 -2.73
C19 2.24 2.39 -0.96
C20 0.23 2.29 -3.70
H18 -4.21 2.85 0.22
H19 -2.65 -4.53 2.25
H20 2.96 -1.02 2.19
H21 0.32 0.15 -4.18
H22 -7.35 1.65 -2.44
H23 4.27 0.26 3.84
C21 3.35 0.68 3.45
H24 1.94 3.61 -3.40
C22 -5.69 0.32 -2.35
C23 2.89 1.93 3.86
C24 -6.38 1.46 -2.00
H25 -0.36 -0.28 3.47
C25 -0.75 -1.69 1.85
H26 5.92 -4.07 -0.69
H27 -6.41 3.26 -0.81
Ir1 0.10 -0.75 0.36
H28 3.45 2.51 4.57
C26 1.71 2.41 3.34
O1 0.64 0.02 -1.61
H29 -2.00 -2.18 -1.82
C27 -0.22 1.99 1.88
H30 -2.73 -3.65 4.57
C28 1.07 3.27 -1.43
N8 -3.69 -1.04 -2.07
C29 -4.45 0.10 -1.76
C30 2.89 -4.07 0.68
H31 0.38 4.33 -3.15
C31 0.97 0.92 -3.79
H32 -1.40 -3.31 0.54
H33 0.12 2.86 -1.05

Computed properties:
- Net charge: +3
- 2S+1: 6
- LUMO level (alpha / beta): -0.2893 / -0.4130 hartree
- Orbital gap (alpha / beta): 6.55 / 5.57 eV

[3]
ORCA calculation (the ωB97M-V functional and the def2-TZVPD basis) on C31H33N2O2PdS2SbSe2 as an isolated structure.

Positions of all 74 atoms, in Å:
C1 2.07 0.86 -4.24
H1 -0.82 -6.43 -0.29
H2 -0.74 -6.10 1.45
C2 4.47 0.65 -2.23
C3 -0.68 1.67 1.11
H3 0.09 5.47 1.30
Se1 -0.91 -1.67 0.69
O1 -1.92 -2.78 -0.72
C4 -0.94 5.52 0.96
C5 -1.76 6.55 1.40
H4 4.95 0.96 -3.14
H5 4.47 4.77 -1.46
C6 -0.08 0.04 -3.48
H6 -3.71 7.44 1.31
H7 3.09 -0.88 1.79
H8 -1.45 -3.73 1.94
C7 -3.58 5.68 0.09
H9 -1.93 -0.82 -4.16
O2 -2.42 -5.33 0.47
C8 3.17 0.32 -2.03
C9 1.67 3.55 0.03
H10 0.95 -0.51 3.20
C10 -1.44 4.56 0.09
H11 -1.31 -0.56 4.26
H12 -1.36 7.31 2.07
C11 -1.04 -5.69 0.48
C12 1.18 -4.58 -0.05
H13 3.74 4.00 2.69
H14 -2.73 2.26 1.37
H15 -3.13 0.82 3.32
H16 0.31 -3.40 2.03
S1 5.33 0.53 -0.76
H17 1.34 0.95 1.23
C13 -2.16 0.82 2.84
H18 -2.66 -3.26 -0.28
C14 0.34 0.88 1.65
H19 -3.16 3.92 -1.06
H20 -2.10 0.62 -3.15
C15 -1.93 1.63 1.73
H21 -1.45 -4.54 -1.70
H22 -2.98 -6.09 0.65
C16 0.12 0.05 2.76
Se2 2.26 -2.93 -0.05
H23 5.26 4.76 0.89
C17 3.93 0.04 0.06
C18 -0.31 -4.39 0.18
H24 2.90 1.28 -4.79
C19 2.53 3.98 -0.97
C20 2.06 0.36 -2.98
H25 -1.64 -0.91 -2.41
H26 -0.19 -3.26 -1.69
S2 0.51 0.74 -4.93
H27 -4.60 5.74 -0.26
H28 3.75 0.76 2.05
C21 2.12 3.55 1.35
C22 3.82 4.42 -0.67
H29 2.21 3.99 -2.01
N1 2.88 -0.03 -0.73
N2 0.83 -0.10 -2.56
C23 -2.76 4.65 -0.35
C24 -1.52 -0.29 -3.30
C25 -1.14 0.04 3.37
H30 4.84 -0.62 1.88
Pd1 0.94 -0.92 -0.38
H31 1.35 -5.07 -1.01
C26 -3.08 6.63 0.97
C27 3.41 3.98 1.66
H32 1.63 -5.19 0.73
C28 -0.93 -3.79 -1.09
H33 1.46 3.26 2.17
C29 -0.56 -3.46 1.38
C30 3.90 -0.20 1.53
C31 4.26 4.41 0.65
Sb1 -0.27 2.93 -0.61

Computed properties:
- Net charge: +2
- 2S+1: 1
- ΔE to the lowest compared entry with this formula, charge and spin: 0.00 kcal/mol
- LUMO level: -0.2683 hartree
- Orbital gap: 5.74 eV

[4]
ORCA calculation (the ωB97M-V functional and the def2-TZVPD basis) on C31H34AgAsN6OS2 as an isolated structure.

Positions of all 76 atoms, in Å:
H1 3.92 5.93 0.94
N1 -0.57 -2.36 -2.63
C1 2.30 3.43 -0.27
H2 4.16 5.24 -0.66
H3 -2.14 -0.94 -5.85
H4 0.92 -0.98 -2.85
C2 -1.61 1.25 0.99
As1 0.03 0.36 1.71
H5 1.71 2.75 4.37
C3 -3.64 1.29 -0.33
H6 3.07 1.67 4.06
C4 -1.72 -2.86 -3.09
H7 -0.01 0.01 -4.94
C5 2.07 1.94 3.72
C6 2.00 -1.05 0.56
N2 -2.66 -5.18 -0.50
C7 2.79 -0.81 1.71
H8 -6.03 2.69 -0.43
H9 2.33 -0.42 2.61
C8 -2.39 -3.91 -2.33
H10 -4.31 0.78 -1.02
C9 4.15 5.01 0.40
H11 2.38 3.82 -1.28
H12 -3.24 -2.80 -4.61
H13 -2.26 -1.48 0.56
H14 4.50 -2.40 -1.34
H15 5.16 4.71 0.69
C10 2.69 -1.63 -0.53
C11 -1.18 3.24 2.56
S1 -1.65 -4.16 1.86
H16 2.12 -1.88 -1.41
Ag1 0.10 -3.30 -0.26
H17 -0.46 2.45 -1.13
C12 1.27 1.89 1.29
C13 3.03 3.40 1.98
C14 -3.93 2.59 0.07
C15 1.38 2.42 -0.01
O1 2.77 -6.95 0.84
H18 -3.33 4.15 1.40
H19 4.70 -0.91 2.67
N3 1.48 -5.01 -0.22
C16 -2.52 0.61 0.12
C17 3.14 3.93 0.71
C18 -2.42 -5.25 0.82
H20 1.41 1.09 3.86
H21 0.99 2.21 -2.11
C19 -2.33 -0.81 -0.30
H22 -1.40 -0.93 -0.85
C20 4.04 -1.93 -0.48
H23 -0.34 3.80 2.15
H24 -1.84 3.93 3.08
H25 5.85 -1.91 0.70
H26 -5.34 4.22 0.10
H27 -0.78 2.54 3.29
S2 2.00 -5.68 0.96
C21 0.52 1.96 -1.16
C22 -2.30 -2.37 -4.27
C23 2.11 2.40 2.28
H28 -3.06 -7.15 0.69
H29 -3.16 -1.15 -0.92
C24 -0.51 -0.81 -4.45
C25 -5.14 3.31 -0.47
H30 3.69 3.77 2.77
N4 0.66 -0.79 0.42
H31 0.35 0.88 -1.11
H32 -3.22 -4.46 -2.79
C26 -1.69 -1.34 -4.95
C27 0.00 -1.36 -3.28
H33 -4.99 3.60 -1.51
C28 -3.10 3.17 1.01
H34 -2.53 -6.65 2.24
N5 -2.97 -6.40 1.37
C29 4.80 -1.66 0.66
N6 -2.03 -4.17 -1.12
C30 4.15 -1.11 1.75
C31 -1.95 2.52 1.48

Computed properties:
- Net charge: -2
- 2S+1: 1
- ΔE to the lowest compared entry with this formula, charge and spin: 4.67 kcal/mol
- LUMO level: 0.1539 hartree
- Orbital gap: 5.31 eV

[5]
ORCA calculation (the ωB97M-V functional and the def2-TZVPD basis) on C31H34As2N5RuS3 as an isolated structure.

Positions of all 76 atoms, in Å:
H1 -5.03 -4.41 -3.10
H2 -1.43 -3.63 -3.09
H3 0.20 -0.22 4.97
C1 -4.14 3.77 -0.99
As1 2.67 0.42 0.52
C2 -2.07 -2.92 -2.59
C3 -3.41 -3.21 -2.41
H4 -3.18 4.32 0.83
C4 -2.51 -2.18 1.72
N1 -1.60 2.34 1.26
C5 4.94 -1.28 1.28
N2 -0.08 -1.68 -2.22
H5 1.18 1.81 2.65
C6 3.63 -2.67 3.26
H6 4.69 1.80 1.29
H7 0.63 -3.91 2.95
C7 -2.26 -0.81 -1.40
H8 0.96 -3.31 4.60
H9 6.67 -2.41 1.82
S1 -1.24 -2.94 0.86
C8 0.16 2.08 2.43
C9 -1.91 2.79 2.49
H10 5.50 -3.65 3.61
H11 -5.22 -2.49 -1.53
C10 0.46 -3.10 3.66
H12 3.31 1.39 -1.73
C11 1.92 -2.23 -2.95
C12 -5.02 4.98 -1.02
C13 -3.63 -1.11 -1.25
H13 3.12 -3.21 4.04
C14 2.93 -1.72 2.52
H14 -3.38 1.00 -2.77
H15 -4.24 -0.42 -0.69
C15 3.76 0.59 -1.14
H16 4.79 0.86 -0.93
H17 2.70 -2.27 -0.85
C16 -2.47 1.45 -0.88
C17 -3.24 3.57 0.05
C18 -1.48 -1.76 -2.09
H18 -5.30 5.28 -0.01
Ru1 -0.08 -0.43 0.66
C19 -3.98 -4.52 -2.84
N3 -0.34 1.89 1.21
C20 -4.18 -2.27 -1.72
H19 -3.44 -4.93 -3.69
H20 0.17 -1.96 -4.31
C21 5.63 -2.22 2.02
H21 -4.51 5.82 -1.50
H22 1.77 0.48 4.51
C22 1.21 -0.45 4.62
C23 3.60 -1.01 1.51
C24 -2.42 2.45 0.13
H23 -5.93 4.78 -1.59
H24 2.76 -2.50 -3.57
C25 4.97 -2.92 3.02
H25 1.72 -1.09 5.35
As2 1.02 -1.39 2.89
H26 5.47 -0.75 0.49
C26 0.63 -1.97 -3.34
H27 3.44 1.85 2.54
H28 -4.82 2.95 -2.85
H29 -0.62 -3.05 3.85
C27 -0.78 2.65 3.28
C28 1.91 -2.09 -1.56
S2 -3.96 -2.99 1.87
H30 -3.91 -5.23 -2.02
H31 -2.89 3.12 2.74
C29 -4.16 2.82 -2.01
S3 -2.27 -0.63 2.36
H32 3.27 2.85 1.08
H33 3.73 -0.33 -1.73
N4 -1.71 0.32 -0.85
N5 0.70 -1.75 -1.14
H34 -0.67 2.92 4.31
C30 -3.35 1.71 -1.96
C31 3.62 1.89 1.46

Computed properties:
- 2S+1: 2
- ΔE to the lowest compared entry with this formula, charge and spin: 65.61 kcal/mol
- LUMO level (alpha / beta): -0.0505 / 0.0058 hartree
- Orbital gap (alpha / beta): 4.94 / 6.49 eV

[6]
ORCA calculation (the ωB97M-V functional and the def2-TZVPD basis) on C31H34B3F11N2O32 as an isolated structure.

Positions of all 113 atoms, in Å:
O1 10.88 -2.61 -0.31
C1 6.31 4.47 -5.63
C2 -5.02 -1.76 0.14
C3 14.26 -3.47 2.04
O2 -4.27 -2.80 0.72
O3 6.83 3.42 -4.84
O4 -2.55 10.41 -0.64
H1 6.61 6.12 -4.26
C4 13.86 -5.67 2.23
C5 9.61 -2.20 -0.57
H2 12.89 -5.90 1.78
F1 0.34 1.51 1.15
H3 -6.62 -4.54 2.97
H4 -7.02 -2.81 2.94
H5 -13.16 -4.41 3.98
O5 -9.66 -3.57 2.53
B1 5.34 2.98 1.40
O6 -3.13 -4.50 -0.24
H6 15.94 -5.59 1.53
H7 -11.75 -2.55 3.24
H8 7.25 2.38 -0.25
O7 13.79 -4.42 2.90
O8 -9.17 -1.59 -4.08
H9 -8.90 -5.16 3.60
H10 -14.55 -3.34 4.26
H11 -9.54 -1.78 -2.07
H12 -3.59 2.01 0.66
H13 -2.66 6.25 0.03
O9 -11.05 -2.82 -4.20
O10 -9.72 -3.57 0.27
N1 2.69 1.12 0.76
O11 14.24 -2.30 2.25
H14 -1.49 2.44 -1.54
F2 14.69 -6.13 0.06
H15 12.08 -0.93 -0.15
C6 -10.38 -1.74 -4.70
H16 6.77 -0.48 0.71
O12 -2.03 8.67 -1.98
F3 -5.93 -1.31 1.05
O13 2.59 0.50 2.99
C7 -8.70 -4.10 3.43
H17 5.56 0.38 -0.36
O14 6.11 2.54 -2.89
O15 3.07 3.47 -0.07
B2 4.38 3.89 -0.44
H18 -3.89 6.81 -1.11
H19 9.97 -1.39 2.05
F4 7.31 4.99 -6.38
O16 4.04 2.82 1.98
O17 8.86 -2.76 -1.29
C8 1.32 1.10 0.33
C9 -2.06 1.78 -0.90
C10 -10.16 -3.49 -3.30
H20 7.26 0.09 -0.94
H21 -4.35 -0.94 -0.14
C11 -12.77 -2.31 3.56
F5 -3.00 3.78 -0.06
O18 -3.00 8.30 0.01
O19 -4.25 2.34 -1.26
H22 7.03 2.43 2.44
C12 -2.53 9.25 -0.85
H23 14.13 -6.47 2.91
C13 10.32 -0.93 1.12
H24 5.53 4.08 -6.28
C14 -9.21 -2.39 -2.92
O20 -12.73 -1.26 4.51
H25 -5.88 -1.73 -1.84
F6 10.56 0.39 1.34
H26 8.20 1.39 0.88
H27 12.17 -2.04 1.22
F7 -8.79 -3.43 4.60
C15 5.82 5.45 -4.60
H28 -1.40 1.34 -0.17
O21 14.75 -4.04 0.90
H29 4.57 4.07 -1.59
H30 -9.66 -4.30 -3.83
O22 1.04 0.71 -0.71
F8 -13.50 -1.91 2.50
C16 -1.86 7.30 -1.69
C17 -13.46 -3.41 4.32
C18 -9.11 -3.67 1.28
C19 -5.69 -2.42 -1.02
F9 3.61 -0.82 1.66
H31 4.98 6.05 -4.95
O23 -4.72 0.64 -2.67
F10 -2.08 6.58 -2.81
N2 6.40 2.06 1.73
O24 -13.04 -3.17 5.66
C20 6.62 0.29 -0.07
H32 -6.62 -2.91 -0.75
C21 -3.96 1.20 -1.95
B3 3.25 2.48 0.89
C22 -12.69 -1.86 5.74
O25 -12.39 -1.31 6.74
O26 5.43 4.04 0.47
H33 -0.84 7.12 -1.33
O27 9.32 -1.05 0.13
C23 14.92 -5.42 1.19
C24 7.18 1.62 0.54
C25 -7.40 -3.81 2.73
O28 -10.80 -1.03 -5.55
O29 -2.69 0.77 -1.70
O30 5.43 4.60 -3.52
C26 11.50 -1.60 0.49
C27 2.92 0.30 1.91
C28 -3.96 -3.66 -0.31
O31 -7.77 -3.90 1.35
C29 -3.25 2.47 -0.27
F11 -7.97 -2.87 -2.67
O32 -4.73 -3.41 -1.40
H34 -10.69 -3.90 -2.45
C30 6.12 3.43 -3.67
C31 -2.92 7.05 -0.66

Computed properties:
- 2S+1: 1
- LUMO level: -0.0016 hartree
- Orbital gap: 9.78 eV